No. 1
The following is a quantum chemistry calculation of C31H27N9O2ReS as an isolated structure, from the Open Molecules 2025 dataset.

```
! wB97M-V def2-TZVPD RIJCOSX def2/J DEFGRID3
* xyz 2 2
Re 0.49041 -0.09726 0.67129
C 0.65427 2.11580 -4.91170
C -0.10132 0.98875 -4.61300
C -0.53313 0.75374 -3.30769
C -0.22486 1.64929 -2.29200
C 0.48681 2.80329 -2.60818
C 0.93812 3.02891 -3.90799
N -0.54632 1.39016 -0.90976
C -1.27307 2.33902 -0.29245
C -2.20882 3.20004 -0.92652
C -2.99286 4.01489 -0.15826
C -2.84539 4.05434 1.24926
C -1.89140 3.29287 1.86373
C -1.12370 2.44239 1.07340
N -0.02580 1.69215 1.50891
N 0.55062 2.13079 2.56713
C 1.65000 1.36999 2.88912
C 2.46180 1.70837 3.96158
C 3.58285 0.94944 4.20103
C 3.87508 -0.13376 3.36632
C 3.03973 -0.42915 2.32686
N 1.92317 0.31910 2.08480
H 0.99467 2.29578 -5.92862
H -0.37617 0.29757 -5.40342
H -1.17885 -0.08422 -3.09073
H 0.72581 3.50332 -1.81112
H 1.50728 3.92817 -4.13407
H -2.32749 3.13961 -2.00289
H -3.74407 4.63517 -0.63193
H -3.48290 4.69809 1.84292
H -1.73591 3.32234 2.93321
H 2.18585 2.56460 4.56843
H 4.23865 1.19165 5.03022
H 4.75128 -0.74891 3.53254
H 3.21793 -1.26208 1.66245
C 3.93648 -0.25666 -3.39152
N 2.69641 -1.06038 -3.20577
C 2.25177 -2.06020 -4.07392
C 1.11930 -2.53319 -3.58041
N 0.85084 -1.82242 -2.38453
C 1.84507 -0.91123 -2.18525
S 2.12413 0.28947 -0.99090
C -0.37833 -2.02906 -1.67106
C -1.15689 -3.10896 -2.03298
C -2.43200 -3.24134 -1.52069
C -2.92573 -2.27202 -0.66865
C -2.07739 -1.27169 -0.29906
N -0.79609 -1.16017 -0.74864
H 4.40973 -0.56818 -4.31868
H 4.61897 -0.42198 -2.56076
H 3.69119 0.80212 -3.44321
H 2.78639 -2.33474 -4.97534
H 0.47026 -3.28031 -3.99755
H -0.77970 -3.86124 -2.70288
H -3.03808 -4.09136 -1.80809
H -3.93782 -2.30294 -0.27621
H -2.40092 -0.49920 0.38552
C -3.02044 -1.66197 4.93451
N -1.94239 -1.88556 3.93118
C -1.30377 -3.08763 3.81564
C -0.33980 -3.33918 2.89866
C -0.01694 -2.26289 2.04940
O 0.85193 -2.23764 1.08138
N -0.62024 -1.07641 2.17679
C -1.62259 -0.80403 3.09889
O -2.20601 0.25479 3.18657
H -3.15736 -2.57444 5.50476
H -3.94575 -1.39543 4.43493
H -2.75184 -0.84661 5.59738
H -1.62157 -3.85108 4.51616
H 0.15685 -4.30048 2.82144
*
```

Computed properties:
⟨S²⟩ = 0.77
LUMO (alpha / beta) = -6.62 / -7.12 eV
DFT total energy = -2316.84146 hartree
Energy relative to the best compared isomer or geometry (same formula, charge and spin) = 154.7 kJ/mol
Highest occupied orbital energy (alpha / beta) = -12.413 / -12.423 eV

Löwdin atomic charges, in units of e:
1. Re 1.482
2. C -0.071
3. C -0.064
4. C -0.047
5. C -0.346
6. C -0.036
7. C -0.054
8. N -0.035
9. C -0.269
10. C 0.005
11. C -0.033
12. C -0.051
13. C -0.009
14. C -0.220
15. N -0.097
16. N 0.148
17. C -0.296
18. C 0.030
19. C -0.011
20. C -0.021
21. C -0.097
22. N -0.094
23. H 0.116
24. H 0.112
25. H 0.106
26. H 0.131
27. H 0.118
28. H 0.124
29. H 0.121
30. H 0.116
31. H 0.121
32. H 0.136
33. H 0.130
34. H 0.127
35. H 0.113
36. C 0.009
37. N -0.084
38. C 0.006
39. C -0.002
40. N 0.048
41. C -0.584
42. S 0.809
43. C -0.236
44. C 0.026
45. C 0.005
46. C -0.010
47. C -0.089
48. N -0.031
49. H 0.103
50. H 0.096
51. H 0.090
52. H 0.149
53. H 0.127
54. H 0.115
55. H 0.134
56. H 0.133
57. H 0.120
58. C 0.029
59. N -0.017
60. C -0.002
61. C 0.035
62. C -0.467
63. O -0.121
64. N 0.018
65. C -0.474
66. O 0.097
67. H 0.096
68. H 0.102
69. H 0.104
70. H 0.146
71. H 0.132

No. 2
The following is a quantum chemistry calculation of C19H20BrN3O9Rb as an isolated structure, from the Open Molecules 2025 dataset.

```
! wB97M-V def2-TZVPD RIJCOSX def2/J DEFGRID3
* xyz -1 1
Rb 1.00297 -0.56551 -1.66785
O 1.71560 3.09267 0.79418
C 2.72663 2.61673 1.64651
C 2.34435 1.31274 2.35298
N 2.09563 0.20157 1.44418
C 3.30628 -0.22191 0.74202
C 3.53141 0.45278 -0.64690
O 4.62782 0.22369 -1.16830
O 2.57573 1.12793 -1.12366
C 1.41634 -0.89660 2.11563
C 0.83875 -1.81883 1.05324
O 1.54032 -2.92368 0.88351
O -0.15107 -1.53828 0.41027
H 1.75498 2.49821 0.01012
H 2.88722 3.37972 2.41423
H 3.66978 2.48206 1.10290
H 1.42813 1.50335 2.91605
H 3.14443 1.06071 3.07606
H 3.27334 -1.29366 0.54186
H 4.20631 -0.04908 1.34604
H 0.58173 -0.49116 2.68710
H 2.07771 -1.46705 2.78563
O -4.91673 -0.82068 -1.57388
C -3.64409 -0.77315 -2.03613
O -3.14805 0.25594 -2.40424
C -2.98360 -2.11137 -2.01225
C -3.71652 -3.26955 -1.78916
C -3.04296 -4.48345 -1.82215
C -1.67829 -4.48548 -2.02648
C -1.02939 -3.26743 -2.23158
N -1.67420 -2.11181 -2.24974
C 0.49490 -3.20752 -2.36103
O 1.10474 -3.87359 -1.48037
O 0.96736 -2.50062 -3.25370
H -5.25937 0.07988 -1.59474
H -4.77829 -3.21668 -1.60143
H -3.58046 -5.41180 -1.67481
H -1.09512 -5.39570 -2.01376
H 1.27565 -3.38858 0.02339
C -1.90585 3.86646 -4.13149
C -1.77675 3.42798 -2.69997
C -2.47240 4.04100 -1.66766
C -2.34958 3.56720 -0.37216
C -1.51043 2.48316 -0.16638
Br -1.40479 1.74349 1.56973
N -0.82472 1.89542 -1.11931
C -0.96096 2.35674 -2.35596
H -2.43336 4.81635 -4.21133
H -2.45712 3.11825 -4.70536
H -0.92380 3.97466 -4.59360
H -3.12242 4.88379 -1.87466
H -2.88844 4.01020 0.45220
H -0.39535 1.83258 -3.12019
*
```

Computed properties:
LUMO = 2.17 eV
DFT total energy = -4175.74258 hartree
Energy relative to the best compared isomer or geometry (same formula, charge and spin) = 124.9 kJ/mol
Highest occupied orbital energy = -5.273 eV

Löwdin atomic charges, in units of e:
1. Rb 1.266
2. O -0.099
3. C -0.254
4. C -0.190
5. N -0.150
6. C -0.109
7. C -0.756
8. O -0.016
9. O -0.308
10. C -0.112
11. C -0.578
12. O 0.095
13. O -0.067
14. H 0.053
15. H 0.113
16. H 0.117
17. H 0.093
18. H 0.121
19. H 0.118
20. H 0.126
21. H 0.108
22. H 0.131
23. O 0.095
24. C -0.444
25. O 0.126
26. C -0.183
27. C -0.004
28. C -0.051
29. C 0.013
30. C -0.181
31. N 0.182
32. C -0.740
33. O -0.036
34. O -0.148
35. H 0.120
36. H 0.109
37. H 0.104
38. H 0.120
39. H 0.078
40. C -0.045
41. C -0.255
42. C -0.031
43. C -0.105
44. C -0.736
45. Br 0.810
46. N 0.041
47. C -0.106
48. H 0.072
49. H 0.083
50. H 0.081
51. H 0.111
52. H 0.093
53. H 0.122

No. 3
The following is a quantum chemistry calculation of an isolated ion of composition C20H33FN5O5S and charge -1, from the Open Molecules 2025 dataset.

```
! wB97M-V def2-TZVPD RIJCOSX def2/J DEFGRID3
* xyz -1 1
C -0.11128 -2.43113 2.08758
C -1.29492 -2.24814 1.12682
N -0.85729 -1.86736 -0.21931
C -2.01808 -1.69022 -1.12369
C -1.77215 -0.68848 -2.24687
N -1.24349 0.56990 -1.75014
C -2.31767 1.30939 -1.05628
C -2.09434 1.40705 0.46571
C -1.55155 2.71241 1.04740
C -0.85304 2.48010 2.40753
C 0.65472 2.23475 2.28508
C 1.01128 0.78308 1.97513
C 2.50146 0.60260 1.71008
S 2.92113 -1.10644 1.26126
C 3.33411 -1.74554 2.81641
N 3.87791 -2.88899 3.06957
N 3.96851 -2.98384 4.45829
C 3.47998 -1.89595 4.91542
O 3.04610 -1.05021 3.95139
C -0.50039 1.31761 -2.81857
C -0.09024 2.71079 -2.36307
N 1.01418 2.66925 -1.37726
C 0.77012 0.48465 -3.12650
C 1.68625 0.98367 -4.20379
O 1.89244 0.51099 -5.27108
F 2.40907 2.08505 -3.83232
C -1.43101 1.45870 -4.07838
O -2.25198 2.39271 -3.96731
O -1.29666 0.60714 -4.96883
C 0.03057 -2.84889 -0.78270
C -0.34017 -4.31855 -0.72372
O 1.04567 -2.50972 -1.32278
H -0.21088 -3.35497 2.65965
H 0.84203 -2.44160 1.56022
H -0.07562 -1.61924 2.81576
H -1.91235 -3.15859 1.12350
H -1.94504 -1.45047 1.48800
H -2.32499 -2.63782 -1.58704
H -2.85563 -1.36072 -0.50393
H -1.08336 -1.12458 -2.96344
H -2.71479 -0.55273 -2.79788
H -3.24414 0.74144 -1.18534
H -2.51027 2.26811 -1.53285
H -3.05457 1.22115 0.96372
H -1.44525 0.57067 0.72988
H -2.37545 3.41389 1.18736
H -0.82999 3.16518 0.37104
H -1.05066 3.30029 3.09913
H -1.29781 1.58360 2.85494
H 1.09140 2.88547 1.52443
H 1.14186 2.50831 3.22891
H 0.47624 0.40366 1.09897
H 0.72675 0.13863 2.81259
H 2.82115 1.20130 0.85444
H 3.09874 0.89737 2.56961
H 3.37991 -1.57538 5.93796
H -0.94171 3.25716 -1.96420
H 0.23001 3.26837 -3.24416
H 0.76243 1.99816 -0.66032
H 1.09209 3.57486 -0.93225
H 1.34846 0.38229 -2.20633
H 0.50089 -0.50481 -3.47290
H 0.34025 -4.83610 -0.04959
H -1.36312 -4.49264 -0.39355
H -0.23578 -4.71662 -1.73140
*
```

Computed properties:
SMILES string = CCN(CCN(CCCCCCCSc1nnco1)[C@@](CN)(CC(=O)F)C(=O)[O-])C(C)=O
LUMO = 2.23 eV
DFT total energy = -1929.96197 hartree
Highest occupied orbital energy = -4.390 eV

Löwdin atomic charges, in units of e:
1. C -0.078
2. C -0.239
3. N -0.080
4. C -0.143
5. C -0.177
6. N -0.057
7. C -0.163
8. C -0.179
9. C -0.191
10. C -0.196
11. C -0.206
12. C -0.272
13. C -0.433
14. S 1.035
15. C -0.688
16. N 0.038
17. N 0.046
18. C -0.207
19. O 0.010
20. C -0.335
21. C -0.193
22. N 0.022
23. C -0.043
24. C -0.432
25. O 0.152
26. F 0.057
27. C -0.683
28. O -0.042
29. O -0.013
30. C -0.490
31. C 0.002
32. O 0.107
33. H 0.077
34. H 0.012
35. H 0.054
36. H 0.102
37. H 0.103
38. H 0.123
39. H 0.112
40. H 0.107
41. H 0.134
42. H 0.108
43. H 0.107
44. H 0.110
45. H 0.068
46. H 0.107
47. H 0.081
48. H 0.099
49. H 0.106
50. H 0.100
51. H 0.111
52. H 0.092
53. H 0.091
54. H 0.081
55. H 0.080
56. H 0.126
57. H 0.092
58. H 0.124
59. H 0.035
60. H 0.061
61. H 0.117
62. H 0.104
63. H 0.090
64. H 0.066
65. H 0.089

No. 4
The following is a quantum chemistry calculation of C14H12N2O2 in the gas phase, from the Open Molecules 2025 dataset.

```
! wB97M-V def2-TZVPD RIJCOSX def2/J DEFGRID3
* xyz 0 1
C 3.34161 3.82285 -1.78974
O 2.68067 2.62364 -1.41492
C 2.87328 2.17299 -0.16331
O 3.57263 2.72994 0.64877
C 2.13427 0.91966 0.09938
C 1.30002 0.33497 -0.85234
C 0.61508 -0.82197 -0.55675
C 0.76679 -1.43159 0.69637
N 0.23717 -2.67827 0.95619
N -0.91265 -3.05631 0.77584
C -1.99682 -2.23257 0.50448
C -2.98802 -2.74353 -0.33853
C -4.13089 -2.01022 -0.58045
C -4.32227 -0.78724 0.04634
C -3.36040 -0.29539 0.91441
C -2.19596 -1.00244 1.13819
C 1.63446 -0.86325 1.63770
C 2.29066 0.30893 1.34584
H 3.99702 4.15420 -0.98195
H 2.58958 4.58555 -1.99626
H 3.92256 3.62222 -2.68990
H 1.18433 0.80177 -1.81773
H -0.02711 -1.28440 -1.29318
H -2.82344 -3.69821 -0.81389
H -4.88428 -2.39674 -1.25059
H -5.22523 -0.22355 -0.13340
H -3.51563 0.64805 1.41644
H -1.45253 -0.62905 1.82826
H 1.74980 -1.34353 2.59722
H 2.94532 0.77349 2.06750
*
```

Computed properties:
SMILES string = COC(=O)c1ccc(/N=N\c2ccccc2)cc1
LUMO = -0.50 eV
DFT total energy = -800.63603 hartree
Energy relative to the best compared isomer or geometry (same formula, charge and spin) = 0.0 kJ/mol
Highest occupied orbital energy = -8.345 eV

Löwdin atomic charges, in units of e:
1. C -0.040
2. O -0.044
3. C -0.452
4. O 0.104
5. C -0.125
6. C -0.001
7. C -0.009
8. C -0.287
9. N 0.079
10. N 0.082
11. C -0.283
12. C -0.025
13. C -0.083
14. C -0.085
15. C -0.077
16. C -0.024
17. C -0.010
18. C -0.003
19. H 0.087
20. H 0.095
21. H 0.094
22. H 0.119
23. H 0.119
24. H 0.111
25. H 0.104
26. H 0.102
27. H 0.105
28. H 0.114
29. H 0.114
30. H 0.121

> Among the records above, which one has the highest DFT total energy?

C14H12N2O2

> Look up the DFT total energy of the first one.

-2316.84146 hartree

> Number 3 is which compound?

C20H33FN5O5S

> The lowest DFT total energy belongs to which entry?

C19H20BrN3O9Rb